Entry 1:
C14H33O8P2S2 | wB97M-V/def2-TZVPD

Computed properties:
E_tot in Eh: -2634.06074
Orbital gap in eV: 6.3
HOMO level in eV: -4.379
Charge: -1

```
59
Properties=species:S:1:pos:R:3:forces:R:3:mulliken_charge:R:1
O 0.68677 3.29719 0.50900 -0.331 0.111 1.994 -0.3709
C -4.98780 2.17745 -2.81409 -0.345 0.274 -0.286 -0.7913
C -1.87712 -1.70149 2.63859 -0.217 0.958 -0.385 -1.0009
H -4.70070 -1.12660 -1.97473 0.220 0.109 -0.008 0.2813
C 4.65998 -2.50473 -0.10408 -0.809 -0.661 -0.418 -0.7012
C -1.92777 -1.19849 -0.30458 -0.339 0.782 0.602 -0.7898
O -2.51412 1.29094 -2.82763 -0.297 -0.045 0.346 -0.6603
O 6.75480 -5.12869 1.84613 -4.111 1.009 -1.983 -0.6578
O -3.87697 1.06076 -0.70598 -0.021 0.345 -0.448 -0.6717
H -3.78612 -0.88912 -3.48988 0.051 0.117 0.133 0.4015
C 0.69300 0.74469 0.27300 0.087 -0.236 0.327 0.2662
H -5.73633 2.35369 -2.03861 0.114 -0.027 0.000 0.3372
H 0.14306 0.09466 2.30929 0.095 -0.721 -1.040 0.1588
H -0.16142 5.60829 0.30609 0.984 0.451 1.103 0.2548
H -0.64665 2.00849 1.58705 1.354 0.030 -0.563 0.2341
H 4.53947 -3.48314 -0.69167 0.370 1.277 0.749 0.4333
H -1.68734 -0.70402 3.16046 -0.225 -1.403 -0.362 0.2932
H -1.67818 -2.59118 3.30961 -0.252 1.207 -0.749 0.2946
H 1.18300 1.96723 2.04771 -1.216 -0.054 -1.004 0.4398
S 5.30499 -4.65957 1.74508 2.805 -1.580 6.049 1.1506
H -6.01840 -0.69047 -4.33568 0.019 0.036 0.088 0.3466
H 1.44746 6.40030 0.92419 -1.313 -0.847 0.131 0.2392
H 2.15057 4.15696 1.73164 -1.255 0.241 -0.006 0.3270
H -2.92851 -1.71317 -0.09169 1.364 0.584 -0.430 0.2303
H -2.11363 -0.07541 -0.25230 0.331 -1.683 -0.088 0.0277
H -2.96279 -1.67839 2.29560 1.303 -0.251 0.498 0.2732
H -6.52466 1.87352 -4.32342 0.080 -0.019 0.010 0.3506
C -5.58606 1.42314 -3.99398 -0.011 -0.004 -0.161 -0.5681
H 4.18550 0.28709 -0.14862 -0.083 0.252 0.261 0.0084
H 6.40071 -2.54756 1.27583 -1.422 -0.975 0.254 0.3207
O 1.98520 0.57561 -0.32250 -2.099 -0.135 0.769 -0.6426
H 4.20994 -0.34158 1.77014 -0.187 -0.999 0.188 0.0881
S -3.76702 1.05907 -2.14737 0.166 0.172 0.272 1.2955
H 3.48715 -5.38447 0.82582 0.590 -0.080 0.007 0.3790
O 1.86912 -0.82595 1.80056 -1.702 0.709 -0.595 -0.6614
O 4.43515 -5.60675 0.67820 0.663 1.535 0.978 -0.4926
C -5.78440 -0.01482 -3.51004 -0.191 -0.053 -0.039 -0.6879
C 0.55731 5.73580 1.18024 0.382 -0.950 0.102 -0.9459
P 3.15753 -0.12422 0.80606 0.809 0.815 -0.757 0.0956
H 0.01632 6.17291 2.07545 0.588 -0.350 -1.171 0.2751
C 0.43019 2.03898 1.18623 1.231 -0.576 -0.143 -0.7738
H 2.85846 -1.69353 -1.11296 0.560 -0.178 1.386 0.2594
H -0.07859 0.78398 -0.55807 0.801 -0.408 0.945 0.2006
H 3.08070 1.20163 1.42583 0.038 -0.293 0.162 -0.0710
H 4.84860 -2.31145 2.19527 0.150 -0.984 -1.117 0.3647
C 0.54884 -0.44985 1.38398 -0.138 2.380 1.205 0.3786
C 1.03048 4.24360 1.57003 -0.273 0.793 -0.205 -0.1763
C 5.30051 -2.86075 1.31411 0.515 1.120 -1.158 -0.5515
H -4.88973 1.43608 -4.83853 -0.041 0.043 0.069 0.2845
O 4.69284 -4.79556 3.14211 0.478 0.490 -4.466 -0.6500
H 2.42861 -2.52737 0.44627 1.334 0.591 -0.538 0.0721
H -4.51336 3.11613 -3.09830 0.112 -0.097 0.151 0.3933
C 3.21143 -1.84414 -0.03069 0.082 -0.922 -1.190 -0.5840
H -6.62433 -0.05068 -2.80872 0.068 0.019 -0.049 0.2895
P -0.74999 -1.79454 1.08589 -0.009 -1.026 -0.361 -0.0191
C -4.49901 -0.43985 -2.79684 -0.282 -0.516 -0.191 -0.5606
H -1.54591 -1.46627 -1.33720 -0.337 0.206 1.310 0.3788
H 0.48846 3.99291 2.54794 0.749 0.054 -1.361 0.2416
H 5.38077 -1.87724 -0.73524 -0.989 -0.637 1.179 0.3633
```
Forces are in eV/Å.

---

Entry 2:
C3H6N4O | wB97M-V/def2-TZVPD

Computed properties:
E_tot in Eh: -412.07706
Orbital gap in eV: 10.0
HOMO level in eV: -9.139
SMILES: NNC1=NCC=NO1
Charge: 0
ΔE to the lowest compared entry with this formula, charge and spin in kJ/mol: 346.25

```
14
Properties=species:S:1:pos:R:3:forces:R:3:mulliken_charge:R:1
H -1.84455 1.82929 -0.01847 -0.244 0.520 -0.349 0.2397
C 0.71011 -1.30439 1.60582 0.168 0.115 -0.765 -0.0296
O -0.99513 0.21464 1.26835 -0.029 -0.672 -0.659 -0.2354
C 0.91864 -1.43591 0.11561 0.904 -0.672 0.024 -0.3506
N -1.02747 1.52391 -0.51214 -0.507 0.128 0.481 -0.0362
H 1.98760 -1.65394 -0.14667 -0.731 0.493 0.410 0.2744
N -0.77817 1.96228 -1.82909 1.076 0.535 1.466 -0.6851
C -0.45301 0.43798 0.04958 1.132 -0.547 -1.737 0.6139
H -0.81569 1.15161 -2.42077 0.193 -0.402 -0.400 0.2793
N -0.23197 -0.59863 2.08280 0.972 -0.289 2.136 -0.3711
H 0.21356 2.27226 -1.75717 -0.959 -0.300 -0.758 0.2808
N 0.47415 -0.22251 -0.55485 -0.796 -0.144 0.551 -0.5380
H 0.42901 -2.39642 -0.21342 -0.124 0.987 0.062 0.2093
H 1.41293 -1.78016 2.33044 -1.055 0.248 -0.462 0.3487
```
Forces are in eV/Å.